[1]
{
  "formula": "C21H18F6IN6O4RhS5Se",
  "method": "ωB97M-V/def2-TZVPD",
  "energy_ev": -186134.859,
  "total_charge": 0,
  "homo_lumo_gap_ev": 6.352,
  "symbols": ["F", "C", "H", "C", "O", "H", "H", "Se", "C", "H", "N", "H", "H", "H", "C", "C", "C", "H", "C", "O", "C", "C", "F", "C", "H", "S", "N", "N", "O", "F", "N", "C", "S", "H", "C", "N", "H", "C", "C", "C", "H", "F", "F", "H", "H", "O", "H", "H", "C", "H", "I", "H", "C", "S", "S", "C", "C", "S", "N", "C", "F", "C", "Rh"],
  "xyz": [[1.216, -4.739, -0.600], [4.204, 0.040, -1.230], [-0.527, 4.880, 0.148], [3.327, 5.014, 0.402], [-2.310, -0.896, 0.406], [0.766, 6.400, -1.327], [-3.835, 5.955, 4.315], [0.206, 2.970, 2.273], [-5.627, 5.327, 0.950], [4.407, 5.053, 0.482], [-2.820, 3.213, 0.510], [-0.311, -1.093, 3.469], [5.006, -0.443, -1.772], [-3.148, 4.056, 2.879], [2.265, 1.419, -1.156], [3.307, 0.873, -1.880], [-2.488, -2.276, -1.803], [-5.673, 7.445, 3.594], [-2.515, 2.203, -0.228], [-3.462, -3.094, 0.473], [1.269, -3.452, -0.910], [-4.343, 5.777, 3.376], [-1.576, -1.454, -2.321], [4.062, -0.169, 0.135], [3.232, 6.474, -1.167], [-0.882, 1.752, -0.619], [-4.172, 3.390, 0.569], [-1.021, -3.038, 0.368], [0.583, -1.085, -0.121], [-2.296, -3.497, -2.290], [2.100, 1.199, 0.149], [-4.964, 2.515, -0.123], [-2.373, -2.288, 0.039], [-6.798, 7.049, 1.427], [-6.004, 6.390, 1.756], [-1.233, 0.415, 2.552], [-1.196, 1.066, 3.332], [3.002, 0.443, 0.769], [1.282, 5.772, -0.611], [2.603, 4.170, 1.232], [3.109, 3.549, 1.961], [0.710, -3.262, -2.099], [2.551, -3.074, -0.973], [1.527, 2.066, -1.616], [4.739, -0.798, 0.693], [1.107, -2.752, 1.604], [-1.395, -1.557, 2.371], [3.386, 1.082, -2.937], [2.667, 5.813, -0.522], [-2.152, 0.545, 2.135], [2.747, 0.211, 2.844], [-6.115, 5.148, 0.005], [1.216, 4.119, 1.131], [-3.887, 1.390, -0.920], [0.421, -2.446, 0.384], [0.553, 4.927, 0.213], [-5.370, 6.616, 2.968], [-6.604, 2.418, -0.191], [-1.252, -0.905, 3.132], [-4.612, 4.485, 1.379], [-3.698, -1.851, -2.158], [-3.960, 4.707, 2.584], [0.235, 0.877, 1.147]],
  "atomic_forces_ev_per_a": [[0.005, 0.028, -0.014], [-0.092, 0.054, 0.045], [0.008, -0.008, -0.005], [-0.002, -0.005, 0.006], [-0.232, -0.060, 0.035], [0.003, 0.000, 0.007], [-0.008, -0.008, -0.003], [0.009, 0.117, 0.090], [0.046, -0.028, 0.016], [-0.006, -0.001, 0.000], [-0.081, 0.011, -0.056], [0.012, 0.012, -0.002], [0.009, 0.013, 0.004], [-0.002, 0.015, -0.003], [-0.111, 0.344, -0.144], [0.062, 0.008, 0.073], [0.019, 0.051, 0.018], [0.007, 0.001, -0.010], [-0.137, 0.010, 0.171], [-0.039, 0.042, 0.002], [-0.007, -0.014, 0.068], [0.016, 0.002, 0.016], [0.008, -0.032, -0.002], [0.097, 0.047, -0.031], [-0.002, -0.003, 0.004], [0.144, -0.157, -0.089], [0.046, 0.078, -0.046], [0.213, -0.021, -0.055], [-0.288, 0.141, 0.214], [-0.007, -0.021, 0.005], [-0.237, -0.760, -0.118], [0.067, -0.143, -0.058], [0.020, -0.111, -0.174], [0.003, -0.007, 0.003], [-0.006, -0.003, -0.016], [-0.427, -0.057, -0.614], [-0.007, 0.021, 0.044], [0.156, 0.097, 0.208], [0.008, 0.000, -0.018], [0.000, 0.025, -0.013], [0.000, 0.004, 0.000], [0.003, 0.015, 0.015], [-0.002, 0.023, -0.008], [-0.033, -0.094, -0.016], [0.011, 0.005, -0.021], [0.014, 0.023, 0.041], [-0.151, -0.005, -0.035], [0.007, -0.015, 0.003], [-0.007, 0.000, -0.003], [-0.037, -0.074, -0.071], [-0.172, -0.171, -0.345], [-0.018, -0.005, -0.009], [-0.016, 0.023, -0.040], [-0.120, 0.189, 0.113], [0.031, -0.224, -0.056], [0.019, -0.011, 0.002], [-0.009, 0.009, 0.014], [0.022, 0.028, -0.014], [0.335, 0.079, 0.227], [-0.023, -0.008, 0.045], [0.006, 0.015, 0.008], [-0.015, -0.016, -0.015], [0.887, 0.532, 0.601]],
  "nbo_charge": [-0.30, -0.12, 0.24, -0.24, -0.99, 0.22, 0.22, 0.05, -0.23, 0.22, -0.25, 0.36, 0.24, 0.23, 0.08, -0.23, 0.72, 0.22, -0.18, -0.89, 0.73, -0.19, -0.31, -0.29, 0.21, 0.04, -0.28, -1.23, -0.98, -0.30, -0.49, -0.14, 2.27, 0.22, -0.20, -0.58, 0.39, 0.13, -0.22, -0.23, 0.22, -0.30, -0.32, 0.24, 0.25, -0.93, 0.37, 0.24, -0.15, 0.42, 0.28, 0.24, -0.21, 0.47, 2.26, -0.22, -0.21, -0.14, -0.63, 0.21, -0.30, -0.24, 0.57]
}

=====

[2]
{
  "formula": "C44H68AgF6O28PS2",
  "method": "ωB97M-V/def2-TZVPD",
  "energy_ev": -155323.648,
  "total_charge": 0,
  "homo_lumo_gap_ev": 8.987,
  "symbols": ["O", "F", "C", "C", "O", "H", "H", "H", "H", "H", "O", "C", "H", "C", "Ag", "H", "H", "C", "H", "O", "C", "C", "O", "H", "O", "C", "C", "C", "H", "H", "H", "C", "H", "O", "C", "H", "C", "H", "F", "O", "F", "C", "C", "C", "C", "H", "H", "H", "H", "H", "O", "H", "H", "H", "O", "H", "H", "H", "C", "H", "H", "H", "H", "H", "O", "O", "C", "O", "H", "C", "H", "H", "O", "H", "C", "H", "O", "H", "H", "O", "H", "H", "S", "H", "H", "O", "H", "C", "P", "H", "C", "O", "H", "H", "H", "H", "S", "O", "H", "H", "H", "H", "C", "C", "O", "H", "C", "O", "C", "F", "C", "C", "H", "H", "O", "H", "F", "C", "H", "C", "H", "F", "H", "C", "H", "C", "C", "C", "C", "H", "C", "O", "C", "O", "C", "H", "C", "O", "H", "H", "C", "H", "O", "C", "C", "O", "C", "H", "H", "O"],
  "xyz": [[3.737, 1.515, -0.863], [-2.593, -0.416, 0.284], [-3.579, 3.961, 0.715], [0.947, -6.596, 4.400], [2.011, -4.752, 3.443], [-4.177, -1.628, 2.662], [1.227, -7.413, 2.404], [-1.574, -0.978, 5.204], [1.010, 4.588, 5.575], [-3.951, -5.402, -0.151], [2.146, -4.906, 5.580], [-0.997, -0.098, -5.472], [1.939, -0.175, -4.126], [-0.739, -0.504, 5.721], [1.397, 2.269, 0.092], [-2.825, -3.284, -1.821], [2.110, -5.411, 1.545], [0.803, 0.569, 4.399], [0.054, -6.504, 5.019], [0.614, -0.525, 5.106], [-2.856, -3.800, -0.862], [2.016, 6.085, 2.634], [1.208, -2.979, -5.356], [-5.023, -3.152, 2.254], [1.161, 2.134, -2.456], [1.709, 5.026, 4.862], [-2.855, 4.190, 2.090], [3.505, -1.443, 1.345], [0.184, 6.152, 3.859], [-0.024, 3.571, -6.332], [-0.058, 4.378, -3.476], [6.371, 2.878, -2.854], [1.601, 7.173, 4.414], [-1.141, -2.182, -4.527], [4.450, -0.292, 1.908], [-0.860, 3.056, -4.100], [2.041, 3.547, -5.539], [5.529, 0.743, -2.847], [-1.466, 1.131, -0.929], [-6.068, -3.250, 4.584], [0.557, 0.278, -0.191], [-1.456, -4.092, -0.403], [4.465, 2.112, -1.675], [-1.312, 4.281, 0.493], [1.264, 6.229, 3.984], [-4.537, 4.477, 0.669], [-2.403, 3.488, -1.097], [0.657, 5.083, -5.626], [-3.772, 2.893, 0.612], [-6.600, -1.914, 3.020], [-4.756, -4.943, 5.527], [-0.678, 1.655, 6.560], [2.543, -1.402, 1.857], [-1.011, 1.226, 3.574], [-0.298, -6.015, -1.155], [-3.445, -3.123, -0.243], [4.869, 3.959, -4.131], [-5.104, 2.203, -0.972], [-1.084, 1.027, 5.768], [-6.296, 0.540, 0.597], [-3.272, 5.050, 2.614], [1.467, -7.452, 4.831], [-0.635, -3.509, -0.820], [4.090, 0.236, 2.791], [4.246, -1.963, -5.158], [2.122, 3.746, 1.764], [4.206, -2.355, -3.824], [2.324, 2.809, -4.367], [-2.097, -0.548, -3.801], [0.117, 3.537, -4.146], [-3.217, -4.179, 3.481], [5.204, -2.027, -3.534], [-2.532, -6.098, -1.188], [2.157, 2.932, -6.432], [-5.815, -2.104, 3.752], [-0.400, 0.750, -5.137], [5.510, -1.146, 2.299], [-2.644, 5.199, -0.902], [-1.449, -4.203, 0.681], [-0.223, 4.232, 0.034], [-6.527, 1.281, -3.183], [4.628, 0.365, 1.056], [5.674, -2.500, 1.500], [4.197, -3.440, -3.720], [3.604, 0.350, -3.631], [1.910, 4.115, 3.891], [-3.067, -2.735, 4.526], [-1.150, -0.866, -4.239], [-1.010, -0.048, 0.108], [-4.648, 0.243, 0.262], [-3.761, -3.386, 3.993], [-5.901, -1.419, -3.139], [-1.932, 0.241, -5.918], [-0.664, -0.801, 6.767], [1.229, 6.325, 1.919], [-0.308, -0.598, -3.601], [-0.137, -2.491, -5.833], [-5.907, -0.838, -1.036], [-0.092, 2.562, 4.354], [-4.268, -5.110, -1.859], [2.648, 4.453, -5.542], [0.567, -4.560, 2.003], [2.060, 4.580, 2.664], [0.715, -6.578, 2.883], [4.136, -2.646, 1.580], [-0.355, -6.580, 2.675], [-4.594, -2.554, 3.058], [6.130, -2.203, 0.154], [1.782, -5.393, 4.551], [-1.049, 1.047, 1.261], [0.595, 3.998, -5.543], [3.117, -1.688, -3.070], [-6.823, 1.906, -1.149], [6.884, 2.446, -3.713], [4.192, 3.401, -2.173], [7.132, 3.237, -2.161], [-0.480, -1.176, 1.156], [1.177, 2.785, -3.528], [2.616, 5.233, 5.430], [5.219, 3.903, -3.100], [2.182, -2.199, -3.304], [-1.033, -1.109, -1.178], [-3.052, 3.321, 2.717], [-0.441, 1.533, 4.451], [-5.751, -1.173, 4.316], [1.321, -5.294, 2.288], [-5.631, 0.229, -0.209], [5.758, 1.621, -2.242], [-5.847, 1.420, -1.130], [-4.843, 1.323, -3.045], [-5.783, -0.561, -2.363], [3.787, -0.130, -6.225], [-2.587, 4.261, -0.350], [-0.879, -3.219, -6.859], [-4.882, -3.926, 4.809], [-2.173, 1.061, 5.720], [-5.723, 0.936, -2.532], [-0.094, -0.884, -6.192], [6.510, 1.170, -1.595], [3.307, -1.358, 0.277], [2.963, -0.484, -3.915], [5.613, 4.870, -2.789], [6.401, -3.437, 2.301], [3.595, -0.760, -5.208], [-1.363, -5.481, -0.838], [-1.522, 4.316, 1.865], [-3.503, -5.058, -1.084], [3.019, 6.488, 2.495], [3.415, -1.188, -2.149], [1.950, 0.714, 3.817]],
  "atomic_forces_ev_per_a": [[1.340, 2.023, -2.180], [0.720, 0.014, 0.942], [-1.037, -0.761, 0.642], [-0.100, -0.237, -0.753], [0.388, 1.104, -2.093], [0.772, -0.394, -0.505], [-0.474, -0.216, 0.004], [0.777, -0.560, -0.455], [-0.410, 0.477, -0.101], [-1.090, 0.464, 0.156], [0.529, -0.095, 1.253], [0.935, 1.286, 0.347], [0.109, 0.442, 0.404], [1.041, 2.734, 1.270], [0.675, 0.941, 0.029], [0.329, 0.260, -0.130], [-0.522, -0.199, -0.260], [4.900, 1.444, -2.689], [-0.096, 0.256, -0.226], [-2.211, -0.884, 0.662], [0.326, 3.843, -1.215], [-1.951, -1.708, 0.823], [-4.276, 1.867, -1.610], [0.683, -0.165, -0.360], [0.249, 2.302, -3.677], [-0.193, 2.459, 0.631], [-3.292, -0.516, 0.235], [-1.867, 2.427, -0.142], [0.114, 0.384, -0.226], [0.242, 0.076, -0.012], [0.145, 0.328, 0.080], [0.230, -1.192, -1.123], [-0.750, 0.122, 0.345], [0.610, -3.613, -1.752], [-1.082, -2.070, -1.131], [0.231, -0.474, -0.198], [-0.066, 0.073, -1.135], [-0.108, 0.409, -0.854], [0.294, 0.096, -0.106], [0.355, -0.588, 1.056], [-0.119, -0.620, -0.390], [-1.030, -0.323, 0.979], [-1.260, 0.085, 1.783], [-0.036, -0.020, 0.025], [1.096, 1.351, 1.553], [0.140, 0.066, -0.057], [-0.274, -0.161, 0.164], [-0.780, -0.068, -0.069], [-0.268, -0.030, 0.316], [-0.360, -0.503, 0.255], [-1.278, 3.492, -2.039], [-0.110, -0.678, 0.453], [0.085, -0.443, 0.102], [-0.191, 0.283, -0.083], [-1.651, 0.425, 1.369], [0.103, -0.122, 0.242], [-0.318, -0.290, 0.237], [-0.126, 0.101, 0.290], [-0.208, -0.036, -1.717], [-0.759, -1.644, 0.303], [0.196, 0.257, -0.034], [0.136, -0.099, -0.435], [-0.281, -0.003, 0.396], [-0.072, -0.263, -0.180], [-1.732, 0.515, -0.590], [0.366, 1.789, 0.787], [2.760, -1.956, 1.422], [-1.902, -0.405, 1.798], [0.073, -0.531, 0.600], [-1.763, 1.860, -0.516], [-0.038, 0.036, 0.309], [0.114, -0.170, 1.187], [1.498, 1.210, -0.290], [0.887, -0.086, 0.225], [-0.474, -0.299, 0.650], [-0.290, 0.581, -0.558], [3.265, 1.576, 1.128], [-0.192, 0.204, 0.297], [0.383, 0.704, 0.332], [1.380, 0.203, -0.196], [-0.230, -0.371, 0.092], [0.697, 0.134, 0.315], [1.412, 1.680, -0.213], [-0.114, -0.008, -0.288], [-0.600, 0.462, 0.620], [0.868, -3.261, -1.053], [-0.021, -0.334, 0.409], [-0.564, 2.157, 2.269], [-0.965, -1.644, -1.920], [0.213, -0.508, -0.580], [-0.467, 1.097, -0.819], [0.153, -1.866, -2.196], [0.204, -0.559, -0.804], [0.210, -0.765, -0.387], [0.910, 0.368, -0.757], [-0.168, -0.180, 0.544], [0.762, -0.744, 0.764], [-0.091, -1.788, 0.940], [-0.245, -0.120, 0.151], [0.386, -0.023, -0.196], [0.482, -0.378, -0.192], [0.150, -0.053, -0.260], [0.108, -2.463, -2.082], [-0.541, -0.976, -0.838], [-0.840, -3.335, -0.271], [0.102, -0.455, -0.248], [0.420, 1.579, -2.282], [-0.722, -0.590, 1.193], [-0.131, 1.001, 1.998], [-0.084, 0.309, 0.805], [-0.494, 0.166, 1.211], [-0.501, 1.172, -1.030], [-0.163, -0.208, 1.165], [0.155, 1.032, -0.507], [0.079, -1.111, 0.415], [-0.198, 0.317, -0.108], [-0.991, 0.352, -0.602], [2.773, -3.440, 2.437], [0.273, 0.029, -0.082], [1.251, -1.789, 1.150], [-0.012, -0.524, 1.562], [0.637, 0.607, 1.185], [0.149, -0.047, 0.137], [1.409, -1.855, 0.115], [0.308, -0.179, 0.567], [0.542, 0.027, 1.806], [-0.126, 3.080, 0.299], [0.036, 0.226, 0.365], [0.662, 2.264, -0.683], [0.375, -0.578, 0.072], [-0.584, 1.543, 1.361], [-1.206, 0.728, 0.954], [1.413, 0.454, 0.595], [1.631, 1.380, 2.166], [0.145, -3.745, 2.662], [-0.008, 0.543, 0.299], [0.625, -0.059, -1.065], [1.094, -1.608, -1.839], [-0.608, 0.175, 0.904], [0.161, 0.288, -0.032], [-0.526, 2.252, -1.563], [-0.694, 0.103, 0.191], [-1.169, 0.664, -0.755], [2.120, -1.319, -3.480], [3.699, -3.196, -3.515], [1.880, 0.253, -2.147], [-2.665, -3.166, 1.928], [-0.371, 0.364, 0.121], [-0.546, -1.559, 0.837], [-5.287, -0.149, 2.198]],
  "mulliken_charge": [0.07, -0.61, 0.06, -0.29, -0.36, 0.01, 0.31, -0.12, 0.28, 0.28, -0.64, 0.34, -1.01, 0.01, 2.48, -0.13, 0.32, 0.27, 0.25, -0.31, 0.33, -0.26, -0.45, 0.05, 0.02, -0.37, -0.82, 0.46, 0.13, 0.28, 0.43, -0.79, 0.42, -0.31, 0.67, 0.30, -0.52, -0.12, -0.46, -0.36, -0.80, 0.87, -0.10, 0.21, -0.56, 0.54, -0.13, 0.32, -0.41, 0.34, -0.61, 0.33, 0.17, -0.65, -0.65, -0.06, 0.08, -0.33, -0.90, 0.32, 0.33, 0.24, 0.09, 0.20, -0.41, -0.62, -0.93, -0.40, 0.44, -0.15, 0.11, 0.30, -0.38, 0.24, -0.59, -0.15, -0.51, 0.40, -0.35, -0.69, 0.34, -0.24, 1.03, 0.45, -1.62, -0.32, -0.32, -0.07, 1.51, -0.31, 0.37, -0.56, 0.37, 0.41, 0.11, -0.35, 1.04, -0.40, -0.36, 0.36, 0.35, -0.26, 0.55, -0.54, -0.14, 0.27, 0.23, -0.54, 0.43, -0.83, -0.69, 0.33, 0.47, 0.37, -0.27, 0.33, -0.23, -0.50, 0.26, -0.33, 0.51, -0.57, 0.29, 1.49, 0.26, 0.27, 0.46, 0.16, -0.02, 0.13, 0.46, -0.69, 0.05, -0.59, 0.56, 0.40, -0.46, -0.36, 0.44, -0.46, 2.71, 0.36, -0.58, 0.43, 0.29, -0.11, -0.60, 0.40, -0.30, -0.62]
}